(1)
Density functional theory data (ωB97M-V/def2-TZVPD) for a 2-piece molecular cluster, C6H11NO overall.

XYZ file:
```
19
C6H11NO ωB97M-V/def2-TZVPD
C -1.982 1.640 0.298
C -0.962 0.627 0.532
C -0.622 0.020 1.697
N 0.542 -0.725 1.508
C 1.119 -0.393 0.266
C 0.179 0.350 -0.365
C 2.506 -0.639 -0.090
H -2.713 1.571 1.105
H -1.495 2.661 0.475
H -2.309 1.658 -0.739
H -1.061 0.281 2.760
H 0.959 -1.272 2.179
H 0.167 0.819 -1.357
H 2.605 -1.379 -0.861
H 2.963 0.321 -0.331
H 3.049 -1.010 0.842
H -1.063 -1.041 -2.137
H -0.604 -2.110 -2.801
O -1.277 -1.382 -2.981
```

Frontier orbital gap, eV: 8.940
Calculated total energy, Ha: -365.1723
Relative energy (zero: lowest compared OMol25 entry of this formula, charge and spin), kcal per mole: 37.15


(2)
Density functional theory data (ωB97M-V/def2-TZVPD) for one molecule with the formula C6H11NO.

XYZ file:
```
19
C6H11NO ωB97M-V/def2-TZVPD
C 2.401 -0.896 -0.384
C -1.776 1.879 -0.689
C -1.809 -0.559 -0.039
C 1.183 -0.300 0.269
C -0.975 0.671 -0.278
C 0.378 0.682 -0.457
O 1.697 -1.368 2.173
N 0.777 -0.555 1.494
H 1.171 -1.899 2.798
H 0.904 1.514 -0.912
H 2.523 -0.514 -1.400
H 3.296 -0.630 0.185
H 2.312 -1.986 -0.425
H -2.427 -0.427 0.855
H -2.500 1.634 -1.472
H -1.147 2.682 -1.088
H -2.316 2.277 0.177
H -1.217 -1.469 0.083
H -2.475 -0.736 -0.891
```

Frontier orbital gap, eV: 9.407
Calculated total energy, Ha: -365.1300
Relative energy (zero: lowest compared OMol25 entry of this formula, charge and spin), kcal per mole: 63.69


(3)
Density functional theory data (ωB97M-V/def2-TZVPD) for C6H11NO as an isolated structure.

XYZ file:
```
19
C6H11NO ωB97M-V/def2-TZVPD
C -0.115 2.146 -0.399
C -0.028 0.698 -0.850
C 0.733 0.447 -2.026
H -1.012 0.223 -0.868
H 0.883 2.582 -0.327
H -0.719 2.745 -1.082
H -0.566 2.212 0.594
H 1.631 1.018 -2.232
H 0.427 -0.300 -2.746
C 0.833 -0.383 0.467
N 1.310 -1.604 0.067
C -0.937 -1.636 1.109
C -1.659 -0.753 1.764
O 1.414 0.262 1.324
H 2.052 -2.010 0.619
H 0.790 -2.227 -0.527
H -1.097 -2.707 1.054
H -1.291 0.267 1.896
H -2.649 -0.981 2.163
```

Frontier orbital gap (spin up / spin down), eV: 7.044 / 8.461
Calculated total energy, Ha: -364.9935
Relative energy (zero: lowest compared OMol25 entry of this formula, charge and spin), kcal per mole: 149.34


(4)
Density functional theory data (ωB97M-V/def2-TZVPD) for one molecule with the formula C6H11NO.

XYZ file:
```
19
C6H11NO ωB97M-V/def2-TZVPD
C -1.790 -0.476 -1.922
C -1.674 -0.198 -0.450
N -0.418 0.051 0.051
C 0.856 -0.043 -0.641
C 1.813 0.578 0.353
C 1.261 0.063 1.703
C -0.251 0.174 1.484
O -2.654 -0.184 0.274
H -0.966 -0.965 -2.444
H -2.712 -1.025 -2.086
H -1.863 0.475 -2.466
H 1.154 -1.061 -0.923
H 0.836 0.542 -1.564
H 2.877 0.338 0.263
H 1.849 1.660 0.183
H 1.523 -0.995 1.643
H 1.589 0.542 2.616
H -0.744 -0.591 2.092
H -0.685 1.115 1.834
```

Frontier orbital gap, eV: 9.965
Calculated total energy, Ha: -365.2233
Relative energy (zero: lowest compared OMol25 entry of this formula, charge and spin), kcal per mole: 5.14


(5)
Density functional theory data (ωB97M-V/def2-TZVPD) for one molecule with the formula C6H11NO.

XYZ file:
```
19
C6H11NO ωB97M-V/def2-TZVPD
C -0.728 0.098 -0.695
C 0.363 0.508 0.225
C -0.327 1.548 -0.593
C 1.797 0.041 -0.221
C 2.060 -1.397 0.202
C -2.079 -0.405 -0.104
N -2.570 0.228 0.991
O -2.654 -1.351 -0.602
H -0.505 -0.459 -1.596
H 0.212 0.451 1.296
H -2.113 1.013 1.416
H -3.457 -0.073 1.362
H 0.208 1.977 -1.428
H -1.006 2.242 -0.118
H 1.902 0.142 -1.302
H 2.521 0.715 0.245
H 1.331 -2.065 -0.254
H 1.989 -1.499 1.283
H 3.055 -1.714 -0.104
```

Frontier orbital gap, eV: 10.457
Calculated total energy, Ha: -365.2097
Relative energy (zero: lowest compared OMol25 entry of this formula, charge and spin), kcal per mole: 13.68


(6)
Density functional theory data (ωB97M-V/def2-TZVPD) for a 2-piece molecular cluster, C6H11NO overall.

XYZ file:
```
19
C6H11NO ωB97M-V/def2-TZVPD
C -0.104 -1.808 -0.645
C -0.967 0.305 2.128
C -1.308 1.388 1.427
C 0.647 -0.526 -0.310
C 0.263 0.650 -1.105
C 1.004 1.756 -1.156
O -0.330 -1.989 -2.030
N 1.711 -0.489 0.392
H 0.521 -1.974 -2.483
H 1.890 -1.337 0.936
H -1.093 -1.752 -0.198
H 0.421 -2.678 -0.215
H -0.086 0.291 2.755
H -1.638 -0.538 2.220
H -0.682 2.271 1.423
H -2.249 1.465 0.903
H -0.586 0.508 -1.764
H 0.704 2.615 -1.733
H 1.883 1.841 -0.544
```

Frontier orbital gap, eV: 10.112
Calculated total energy, Ha: -365.1228
Relative energy (zero: lowest compared OMol25 entry of this formula, charge and spin), kcal per mole: 68.18


(7)
Density functional theory data (ωB97M-V/def2-TZVPD) for one molecule with the formula C6H11NO.

XYZ file:
```
19
C6H11NO ωB97M-V/def2-TZVPD
C 0.416 -0.267 -0.149
C -1.558 1.000 0.782
C -1.893 1.211 -0.682
C -1.155 -0.127 -0.062
C 1.001 -1.727 -0.467
C 2.437 0.784 0.301
N 0.981 0.754 0.234
O -1.906 -1.391 -0.141
H -0.787 1.430 1.341
H -2.425 0.818 1.454
H -2.897 1.025 -1.084
H -1.246 1.753 -1.334
H 0.226 -2.387 0.096
H 2.011 -1.921 -0.225
H 0.895 -1.874 -1.558
H 2.739 0.440 1.266
H 2.879 1.768 0.094
H 2.760 0.150 -0.506
H -2.478 -1.439 0.638
```

Frontier orbital gap (spin up / spin down), eV: 5.320 / 6.688
Calculated total energy, Ha: -364.9421
Expectation value of S²: 2.01
Relative energy (zero: lowest compared OMol25 entry of this formula, charge and spin), kcal per mole: 59.76
Spin multiplicity: 3


(8)
Density functional theory data (ωB97M-V/def2-TZVPD) for one molecule with the formula C6H11NO2.

XYZ file:
```
20
C6H11NO2 ωB97M-V/def2-TZVPD
C 1.830 1.051 -0.523
C 1.084 0.773 0.707
C 0.383 -1.653 0.970
C -2.229 -1.020 -0.316
C 0.047 -0.287 0.435
C -1.141 0.003 -0.155
N -1.376 1.208 -0.788
O 0.907 2.110 0.390
O 3.176 1.041 -0.526
H 3.519 1.668 -1.177
H 1.346 1.033 -1.500
H 1.717 0.549 1.571
H -0.772 1.959 -0.442
H -2.351 1.459 -0.892
H 0.092 -2.448 0.281
H -0.132 -1.839 1.918
H 1.456 -1.748 1.147
H -3.211 -0.542 -0.338
H -2.256 -1.751 0.490
H -2.088 -1.567 -1.251
```

Frontier orbital gap, eV: 7.985
Calculated total energy, Ha: -440.3784
Relative energy (zero: lowest compared OMol25 entry of this formula, charge and spin), kcal per mole: 68.30


(9)
Density functional theory data (ωB97M-V/def2-TZVPD) for one molecule with the formula C6H11NO2.

XYZ file:
```
20
C6H11NO2 ωB97M-V/def2-TZVPD
C -1.656 0.838 -1.048
C -0.653 0.155 -1.870
C -0.488 0.242 0.931
C 0.030 -0.981 0.143
C 0.524 1.374 1.098
C 1.248 -1.639 0.776
N 0.323 -0.658 -1.251
O -0.636 1.563 -1.661
O -1.699 0.707 0.316
H 1.256 -0.274 -1.357
H -2.658 1.030 -1.426
H -0.897 -0.126 -2.893
H -0.821 -0.089 1.922
H -0.799 -1.701 0.116
H 0.953 1.667 0.142
H 1.316 1.074 1.775
H 0.013 2.236 1.515
H 1.551 -2.482 0.162
H 1.013 -1.992 1.774
H 2.079 -0.941 0.837
```

Frontier orbital gap, eV: 10.243
Calculated total energy, Ha: -440.4156
Relative energy (zero: lowest compared OMol25 entry of this formula, charge and spin), kcal per mole: 44.95


(10)
Density functional theory data (ωB97M-V/def2-TZVPD) for a 2-piece molecular cluster, C6H11NO2 overall.

XYZ file:
```
20
C6H11NO2 ωB97M-V/def2-TZVPD
C 2.108 -0.678 -0.161
C 1.470 0.651 0.503
C 0.138 0.848 1.014
C -0.996 0.042 0.491
C -1.161 0.526 -1.026
C -2.359 0.585 0.676
H 1.785 -1.735 -1.738
H 0.057 -1.217 -1.215
H 2.193 -1.724 0.646
H 3.160 -0.523 -0.623
H 2.400 1.310 0.651
H -0.072 1.841 1.590
H 0.570 -1.531 1.424
H -1.534 0.042 -2.036
H -0.381 1.256 -1.390
H -3.152 -0.203 0.866
H -2.447 1.432 1.493
N 1.202 -0.848 -1.406
O -0.778 -1.378 0.788
O -2.205 1.303 -0.547
```

Frontier orbital gap, eV: 8.784
Calculated total energy, Ha: -440.1275
Relative energy (zero: lowest compared OMol25 entry of this formula, charge and spin), kcal per mole: 225.76